Entry 1:
ORCA calculation (ωB97M-V with the def2-TZVPD basis set) on C25H23ClFN3O4 in the gas phase.

Results
Lowest unoccupied orbital energy   0.057 eV
SMILES   O=C(CCCCn1c(=O)c2ccccc2n(Cc2ccc(F)cc2Cl)c1=O)NCc1ccco1
Highest occupied orbital energy   -8.51 eV
Energy above the lowest of the compared OMol25 structures with the same formula, charge and spin   0.0 kcal per mole
Frontier orbital gap   8.6 eV

Last column: Löwdin charge in e.
CARTESIAN COORDINATES (ANGSTROEM)
Cl1 -1.7064 3.8381 2.3051  0.740
F1 -0.6139 4.9166 -2.4752  0.075
O1 0.5833 -1.0173 1.4470  0.051
O2 4.6087 -1.1832 -1.3996  0.061
O3 -2.0799 -3.9972 -0.6773  0.103
O4 2.2311 3.1632 -0.1100  0.047
N1 -0.7457 -2.4957 0.3687  0.084
N2 2.8240 -0.4422 -0.2404  0.077
N3 -1.5104 -0.3464 0.9290  0.045
C1 3.5024 -2.7341 0.0763  -0.099
C2 -4.2484 -2.1716 -0.7151  0.000
C3 -0.4986 -1.2733 0.9437  -0.408
C4 -1.0548 2.0160 0.4091  -0.230
C5 -0.6737 1.6830 -0.8847  -0.015
C6 1.9928 3.0892 2.0993  -0.064
C7 -1.2660 3.3607 0.7049  -0.612
C8 1.9243 3.8726 0.9927  -0.133
C9 -5.2444 -1.2217 -0.7354  -0.070
C10 -3.7617 0.3557 0.3279  0.005
C11 0.3796 -3.4227 0.3052  -0.113
C12 2.3770 1.8023 1.6431  -0.029
C13 -1.2038 0.9619 1.4753  -0.106
C14 2.8880 0.9047 -0.7522  -0.087
C15 -2.7492 -0.6055 0.3712  -0.129
C16 -0.7508 3.9675 -1.5357  -0.271
C17 -0.5177 2.6451 -1.8646  0.010
C18 -1.9510 -2.8931 -0.1976  -0.361
C19 -1.1250 4.3445 -0.2593  -0.034
C20 2.6562 -3.6573 -0.8110  -0.178
C21 1.2086 -3.1910 -0.9640  -0.159
C22 -4.9904 0.0426 -0.2169  -0.056
C23 3.7228 -1.3867 -0.5946  -0.503
C24 2.5123 1.9040 0.2901  -0.260
C25 -3.0001 -1.8739 -0.1677  -0.057
H1 0.9829 -3.2621 1.1991  0.119
H2 3.9140 1.0689 -1.1066  0.136
H3 2.1163 -0.6440 0.4558  0.083
H4 3.1203 -3.6969 -1.7979  0.119
H5 -0.2179 2.3846 -2.8666  0.125
H6 1.6882 4.9087 0.8565  0.125
H7 2.2220 1.0312 -1.6190  0.128
H8 -0.2517 0.8638 2.0101  0.126
H9 1.2048 -2.1268 -1.2089  0.107
H10 -1.2954 5.3831 -0.0260  0.122
H11 -1.9723 1.2479 2.1977  0.106
H12 -6.2107 -1.4519 -1.1551  0.106
H13 1.8012 3.3822 3.1111  0.102
H14 2.6672 -4.6666 -0.3943  0.116
H15 3.0336 -2.5928 1.0495  0.106
H16 -0.4909 0.6483 -1.1314  0.125
H17 0.7371 -3.7225 -1.7923  0.118
H18 -4.3964 -3.1618 -1.1177  0.122
H19 -3.5953 1.3489 0.7093  0.108
H20 -0.0320 -4.4325 0.3156  0.130
H21 4.4817 -3.1924 0.2190  0.122
H22 -5.7621 0.7970 -0.2391  0.110
H23 2.5357 0.9308 2.2435  0.111

=====

Entry 2:
ORCA calculation (ωB97M-V with the def2-TZVPD basis set) on a molecular structure, C25H23ClOPPd at a distorted geometry.

Results
Lowest unoccupied orbital energy (alpha / beta)   -2.668 / -5.701 eV
Highest occupied orbital energy (alpha / beta)   -9.76 / -11.71 eV
Total charge   +1
Multiplicity   5
⟨S²⟩   6.030
Frontier orbital gap (alpha / beta)   7.1 / 6.0 eV

Last column: Löwdin charge in e.
CARTESIAN COORDINATES (ANGSTROEM)
Pd1 0.0427 0.2740 1.2975  0.656
Cl1 1.9229 1.5347 0.1324  -0.195
P1 0.1028 0.4971 -2.9865  1.234
O1 -1.3934 2.7042 1.9252  0.079
C1 -1.1806 -1.5130 1.9031  -0.171
C2 -2.0443 -1.3679 -3.0601  -0.092
C3 0.3526 -2.2890 0.2939  -0.079
C4 2.5530 -0.8562 -2.8644  -0.082
C5 1.1328 -1.7512 1.4170  -0.124
C6 2.0833 -2.4361 -5.1259  -0.066
C7 0.4256 4.5869 -2.8565  -0.061
C8 0.2416 3.2617 -2.4665  -0.105
C9 1.0905 3.8590 -5.0544  -0.067
C10 -1.6260 -0.0446 -3.3890  -0.330
C11 0.1680 -1.4053 2.5211  -0.176
C12 3.5303 -1.7038 -3.3621  -0.067
C13 -4.2573 -0.8812 -3.9275  -0.052
C14 1.0621 -1.5939 -4.6705  -0.073
C15 -3.3269 -1.7700 -3.4122  -0.072
C16 -1.5701 1.7243 1.1999  -0.325
C17 -2.6065 0.8999 -3.7839  -0.076
C18 -1.0374 -2.1656 0.6008  -0.081
C19 -2.7869 1.4474 0.2512  -0.044
C20 3.3320 -2.4731 -4.5058  -0.049
C21 0.9567 2.5311 -4.6816  -0.081
C22 0.7901 4.9180 -4.1781  -0.038
C23 0.4481 2.2148 -3.4154  -0.373
C24 -3.9028 0.4561 -4.0666  -0.063
C25 1.3356 -0.7175 -3.5871  -0.345
H1 -5.2591 -1.2072 -4.2169  0.123
H2 1.4329 4.0997 -6.0514  0.110
H3 -1.3861 -2.0354 -2.4936  0.101
H4 4.4856 -1.8029 -2.8718  0.112
H5 0.2789 5.4179 -2.1419  0.123
H6 -2.0838 -1.2598 2.3733  0.082
H7 -2.3938 1.5654 -0.8049  0.069
H8 0.0062 3.0225 -1.4270  0.058
H9 2.2005 -1.7171 1.4818  0.094
H10 0.7758 -2.7396 -0.5935  0.098
H11 -3.1548 0.4044 0.3601  0.072
H12 -4.6440 1.1870 -4.3753  0.115
H13 1.2302 1.7158 -5.3545  0.114
H14 -1.8472 -2.5387 0.0131  0.090
H15 -2.3440 1.9684 -3.8166  0.115
H16 0.0520 -1.6098 -5.1005  0.109
H17 0.3943 -1.1502 3.5552  0.111
H18 2.6471 -0.3021 -1.9173  0.058
H19 1.8816 -3.0744 -5.9777  0.111
H20 -3.6185 -2.7922 -3.2509  0.110
H21 -3.6061 2.1834 0.4851  0.098
H22 0.8527 5.9679 -4.5173  0.123
H23 4.1180 -3.1048 -4.9218  0.120

=====

Please write out number 1 again, unchanged.
ORCA calculation (ωB97M-V with the def2-TZVPD basis set) on C25H23ClFN3O4 in the gas phase.

Results
Lowest unoccupied orbital energy   0.057 eV
SMILES   O=C(CCCCn1c(=O)c2ccccc2n(Cc2ccc(F)cc2Cl)c1=O)NCc1ccco1
Highest occupied orbital energy   -8.51 eV
Energy above the lowest of the compared OMol25 structures with the same formula, charge and spin   0.0 kcal per mole
Frontier orbital gap   8.6 eV

Last column: Löwdin charge in e.
CARTESIAN COORDINATES (ANGSTROEM)
Cl1 -1.7064 3.8381 2.3051  0.740
F1 -0.6139 4.9166 -2.4752  0.075
O1 0.5833 -1.0173 1.4470  0.051
O2 4.6087 -1.1832 -1.3996  0.061
O3 -2.0799 -3.9972 -0.6773  0.103
O4 2.2311 3.1632 -0.1100  0.047
N1 -0.7457 -2.4957 0.3687  0.084
N2 2.8240 -0.4422 -0.2404  0.077
N3 -1.5104 -0.3464 0.9290  0.045
C1 3.5024 -2.7341 0.0763  -0.099
C2 -4.2484 -2.1716 -0.7151  0.000
C3 -0.4986 -1.2733 0.9437  -0.408
C4 -1.0548 2.0160 0.4091  -0.230
C5 -0.6737 1.6830 -0.8847  -0.015
C6 1.9928 3.0892 2.0993  -0.064
C7 -1.2660 3.3607 0.7049  -0.612
C8 1.9243 3.8726 0.9927  -0.133
C9 -5.2444 -1.2217 -0.7354  -0.070
C10 -3.7617 0.3557 0.3279  0.005
C11 0.3796 -3.4227 0.3052  -0.113
C12 2.3770 1.8023 1.6431  -0.029
C13 -1.2038 0.9619 1.4753  -0.106
C14 2.8880 0.9047 -0.7522  -0.087
C15 -2.7492 -0.6055 0.3712  -0.129
C16 -0.7508 3.9675 -1.5357  -0.271
C17 -0.5177 2.6451 -1.8646  0.010
C18 -1.9510 -2.8931 -0.1976  -0.361
C19 -1.1250 4.3445 -0.2593  -0.034
C20 2.6562 -3.6573 -0.8110  -0.178
C21 1.2086 -3.1910 -0.9640  -0.159
C22 -4.9904 0.0426 -0.2169  -0.056
C23 3.7228 -1.3867 -0.5946  -0.503
C24 2.5123 1.9040 0.2901  -0.260
C25 -3.0001 -1.8739 -0.1677  -0.057
H1 0.9829 -3.2621 1.1991  0.119
H2 3.9140 1.0689 -1.1066  0.136
H3 2.1163 -0.6440 0.4558  0.083
H4 3.1203 -3.6969 -1.7979  0.119
H5 -0.2179 2.3846 -2.8666  0.125
H6 1.6882 4.9087 0.8565  0.125
H7 2.2220 1.0312 -1.6190  0.128
H8 -0.2517 0.8638 2.0101  0.126
H9 1.2048 -2.1268 -1.2089  0.107
H10 -1.2954 5.3831 -0.0260  0.122
H11 -1.9723 1.2479 2.1977  0.106
H12 -6.2107 -1.4519 -1.1551  0.106
H13 1.8012 3.3822 3.1111  0.102
H14 2.6672 -4.6666 -0.3943  0.116
H15 3.0336 -2.5928 1.0495  0.106
H16 -0.4909 0.6483 -1.1314  0.125
H17 0.7371 -3.7225 -1.7923  0.118
H18 -4.3964 -3.1618 -1.1177  0.122
H19 -3.5953 1.3489 0.7093  0.108
H20 -0.0320 -4.4325 0.3156  0.130
H21 4.4817 -3.1924 0.2190  0.122
H22 -5.7621 0.7970 -0.2391  0.110
H23 2.5357 0.9308 2.2435  0.111